[1]
# C30H41BrN8O4PRuS

A molecular structure, C30H41BrN8O4PRuS (wB97M-V/def2-TZVPD, the Open Molecules 2025 dataset).

Structure (XYZ):
```
87
C30H41BrN8O4PRuS, DFT wB97M-V/def2-TZVPD
Ru -0.685 0.275 1.300
C -3.695 -1.010 1.651
N -2.467 -1.251 2.418
C -2.547 -0.828 3.818
C -2.213 0.633 3.874
N -1.605 1.228 2.852
C -1.371 2.534 3.236
C -0.742 3.577 2.560
C -0.570 4.760 3.253
C -1.046 4.922 4.558
C -1.718 3.910 5.222
C -1.861 2.704 4.548
N -2.399 1.479 4.900
C -3.395 -0.384 0.326
N -2.317 0.348 0.074
C -2.466 0.836 -1.206
C -1.670 1.696 -1.959
C -2.121 2.023 -3.226
C -3.311 1.512 -3.746
C -4.130 0.681 -2.998
C -3.691 0.360 -1.723
N -4.240 -0.406 -0.718
H -4.341 -0.313 2.200
H -4.268 -1.933 1.497
H -2.204 -2.230 2.337
H -1.811 -1.382 4.410
H -3.533 -1.032 4.258
H -0.425 3.454 1.529
H -0.046 5.578 2.786
H -0.891 5.867 5.057
H -2.088 4.056 6.224
H -2.833 1.269 5.788
H -0.751 2.098 -1.559
H -1.555 2.713 -3.831
H -3.607 1.783 -4.747
H -5.071 0.318 -3.382
H -5.141 -0.859 -0.748
Br 3.846 2.870 3.525
C 2.842 1.267 3.452
C 3.202 0.132 4.178
C 2.403 -0.996 4.075
C 1.283 -0.966 3.255
N 0.941 0.124 2.562
C 1.705 1.211 2.649
H 4.074 0.137 4.815
H 2.648 -1.888 4.632
H 0.648 -1.839 3.143
H 1.408 2.075 2.064
C 3.440 0.668 -3.457
C 1.937 0.900 -3.584
C 1.313 -0.031 -4.609
C 1.690 2.363 -3.954
O 1.309 0.699 -2.289
P 0.857 -0.674 -1.668
O -0.286 -1.298 -2.436
O 0.474 -0.338 -0.223
O 2.065 -1.685 -1.697
C 3.026 -2.000 -0.664
C 4.160 -2.739 -1.375
C 2.327 -2.915 0.340
C 3.547 -0.745 0.028
H 3.923 0.800 -4.420
H 3.637 -0.340 -3.105
H 3.870 1.386 -2.764
H 1.713 0.169 -5.598
H 0.236 0.119 -4.629
H 1.522 -1.065 -4.345
H 2.241 2.600 -4.859
H 2.038 3.018 -3.162
H 0.634 2.540 -4.129
H 3.768 -3.592 -1.921
H 4.889 -3.092 -0.653
H 4.669 -2.085 -2.077
H 2.029 -3.839 -0.148
H 1.430 -2.420 0.717
H 2.990 -3.157 1.165
H 4.025 -0.076 -0.680
H 4.285 -1.030 0.773
H 2.732 -0.211 0.516
N -1.986 -5.165 -2.628
C -1.532 -3.925 -2.720
N -1.277 -3.352 -3.875
S -1.300 -3.021 -1.278
H -2.160 -5.738 -3.444
H -2.144 -5.587 -1.726
H -1.368 -3.844 -4.754
H -0.894 -2.410 -3.852
```

Results
E_LUMO (spin up / spin down), hartree: -0.2911 / -0.3771
Highest occupied orbital energy (spin up / spin down), eV: -16.23 / -16.22
Net charge: +3
Energy relative to the best compared isomer or geometry (same formula, charge and spin), kcal/mol: 4.5
Spin multiplicity: 5

***

[2]
# C30H41Cl2O2P3Sn

A molecular structure, C30H41Cl2O2P3Sn (wB97M-V/def2-TZVPD, the Open Molecules 2025 dataset).

Structure (XYZ):
```
79
C30H41Cl2O2P3Sn, DFT wB97M-V/def2-TZVPD
P 1.239 1.698 -5.229
C 2.946 1.788 -5.018
C 3.597 1.157 -6.110
H 3.010 0.485 -6.743
C 4.919 1.472 -6.369
H 5.397 1.037 -7.250
C 5.607 2.333 -5.497
H 6.647 2.570 -5.723
C 4.992 2.867 -4.352
H 5.569 3.515 -3.683
C 3.655 2.587 -4.081
H 3.148 2.973 -3.193
C 0.558 0.138 -5.664
C 1.107 -1.126 -5.317
H 1.947 -1.185 -4.616
C 0.569 -2.270 -5.901
H 0.998 -3.254 -5.679
C -0.498 -2.150 -6.806
H -0.893 -3.038 -7.300
C -1.084 -0.908 -7.095
H -1.914 -0.807 -7.801
C -0.599 0.235 -6.478
H -1.024 1.228 -6.666
C 0.244 3.110 -5.115
C 0.553 3.834 -6.297
H 1.350 3.434 -6.938
C -0.168 4.974 -6.598
H 0.070 5.503 -7.525
C -1.162 5.408 -5.701
H -1.713 6.313 -5.962
C -1.436 4.727 -4.504
H -2.214 5.108 -3.828
C -0.725 3.567 -4.183
H -0.871 3.054 -3.229
Sn 0.130 -0.105 0.297
C -1.840 -0.857 -0.535
C -2.284 -0.936 -1.804
H -2.479 -1.251 0.264
C -1.530 -0.239 -3.003
O -2.445 0.837 -3.506
H -1.891 1.422 -4.070
C -0.233 0.406 -2.606
H -1.251 -1.018 -3.784
C 0.444 0.596 -1.509
Cl -0.497 -0.740 2.523
Cl 2.026 1.182 0.867
P 1.484 -2.200 -0.363
C 2.299 -2.633 1.194
H 1.554 -3.027 1.897
H 2.749 -1.728 1.625
H 3.071 -3.381 0.959
C 0.397 -3.584 -0.776
H -0.080 -3.417 -1.753
H -0.389 -3.672 -0.012
H 1.005 -4.501 -0.801
C 2.771 -2.136 -1.632
H 3.273 -1.158 -1.611
H 2.346 -2.292 -2.635
H 3.505 -2.927 -1.410
P -3.837 -1.733 -2.376
C -4.509 -2.821 -1.116
C -3.484 -2.702 -3.865
H -4.666 -2.270 -0.183
H -3.821 -3.652 -0.919
H -5.472 -3.253 -1.417
H -3.126 -2.048 -4.670
H -4.376 -3.237 -4.224
H -2.708 -3.443 -3.632
C -5.067 -0.485 -2.820
H -5.266 0.146 -1.945
H -6.016 -0.926 -3.157
H -4.648 0.142 -3.617
H 1.319 1.239 -1.672
C -0.886 2.616 1.654
O -1.033 1.882 0.428
H 0.162 2.502 1.933
H -1.519 2.159 2.424
H -1.113 3.674 1.473
H -1.942 1.972 0.083
```

Results
E_LUMO (spin up / spin down), hartree: -0.2481 / -0.2045
Highest occupied orbital energy (spin up / spin down), eV: -12.33 / -12.65
Net charge: +2
Energy relative to the best compared isomer or geometry (same formula, charge and spin), kcal/mol: 3.8

***

[3]
# C30H41N5O6STa

A molecular structure, C30H41N5O6STa (wB97M-V/def2-TZVPD, the Open Molecules 2025 dataset).

Structure (XYZ):
```
84
C30H41N5O6STa, DFT wB97M-V/def2-TZVPD
Ta 0.129 -0.270 -0.299
C 7.458 3.477 1.420
C 6.100 2.859 1.362
C 5.428 2.738 0.137
C 4.185 2.151 0.059
C 3.599 1.685 1.239
C 4.238 1.790 2.478
C 5.484 2.376 2.523
S 2.062 0.928 1.218
O 1.298 1.061 2.414
O 1.278 1.430 -0.016
N 2.005 -0.635 0.772
C 3.071 -1.126 -0.108
C 2.683 -0.665 -1.501
O 3.280 -0.051 -2.311
O 1.320 -0.950 -1.639
H 7.569 4.264 0.675
H 8.213 2.716 1.207
H 7.671 3.886 2.405
H 5.892 3.122 -0.762
H 3.673 2.069 -0.890
H 3.755 1.441 3.381
H 5.988 2.479 3.475
H 3.074 -2.216 -0.081
H 4.052 -0.760 0.189
N -3.744 3.948 4.398
C -2.830 4.218 3.450
O -2.312 5.292 3.251
C -2.376 3.060 2.576
C -2.290 1.735 2.978
C -1.740 0.804 2.121
N -1.308 1.089 0.871
C -1.389 2.395 0.505
C -1.899 3.381 1.308
H -4.061 4.713 4.975
H -4.259 3.087 4.435
H -2.590 1.416 3.966
H -1.614 -0.206 2.475
H -1.003 2.651 -0.467
H -1.906 4.412 0.981
C -2.106 -5.058 3.509
C -1.560 -3.965 2.665
C -2.398 -3.145 1.890
C -1.870 -2.141 1.131
N -0.536 -1.848 1.082
C 0.269 -2.631 1.845
C -0.198 -3.670 2.613
H -2.501 -4.630 4.435
H -1.340 -5.782 3.778
H -2.931 -5.567 3.013
H -3.469 -3.301 1.881
H -2.526 -1.516 0.541
H 1.318 -2.384 1.837
H 0.515 -4.250 3.183
C -3.190 0.827 -1.634
C -1.991 1.061 -2.516
O -0.622 0.966 -1.902
C 0.346 1.602 -2.877
C 0.484 3.079 -2.626
H -4.041 0.895 -2.317
H -3.337 1.589 -0.877
H -3.232 -0.162 -1.184
H -2.031 2.072 -2.917
H -1.960 0.356 -3.347
H -0.076 1.401 -3.860
H 1.272 1.044 -2.779
H -0.462 3.609 -2.751
H 1.162 3.473 -3.385
H 0.902 3.304 -1.647
C -1.453 -2.886 -4.689
C -2.067 -3.291 -3.337
C -1.663 -4.722 -2.942
C -3.599 -3.126 -3.347
C -1.545 -2.380 -2.324
N -1.149 -1.655 -1.524
H -1.800 -3.596 -5.439
H -0.365 -2.924 -4.666
H -1.777 -1.892 -4.997
H -2.061 -5.401 -3.694
H -2.081 -5.005 -1.976
H -0.580 -4.841 -2.919
H -4.004 -3.791 -4.109
H -3.894 -2.108 -3.605
H -4.041 -3.403 -2.390
```

Results
E_LUMO, hartree: -0.3727
Highest occupied orbital energy, eV: -16.83
Net charge: +3
Energy relative to the best compared isomer or geometry (same formula, charge and spin), kcal/mol: 9.7

***

[4]
# C30H41N6O6P3SW

A molecular structure, C30H41N6O6P3SW (wB97M-V/def2-TZVPD, the Open Molecules 2025 dataset).

Structure (XYZ):
```
88
C30H41N6O6P3SW, DFT wB97M-V/def2-TZVPD
W -0.194 -0.709 0.264
C -1.711 -3.129 1.344
C -2.766 -2.070 1.551
N -2.375 -0.877 0.757
C -3.164 0.345 1.115
C -1.582 0.649 3.003
N -0.330 0.041 2.444
C 0.244 -0.908 3.433
C -0.247 -2.312 3.134
N -0.405 -2.503 1.672
H -1.666 -3.445 0.302
H -1.895 -4.009 1.969
H -2.858 -1.788 2.599
H -3.752 -2.418 1.231
H -2.634 -1.107 -0.201
H -4.054 0.011 1.661
H -3.502 0.808 0.191
H -2.155 -0.130 3.509
H -1.275 1.372 3.763
H 0.316 0.831 2.360
H -0.034 -0.606 4.445
H 1.331 -0.851 3.360
H -1.210 -2.497 3.610
H 0.442 -3.056 3.539
H 0.331 -3.097 1.294
N -0.018 -3.992 -3.413
C 0.252 -2.504 -3.273
C 0.912 -1.973 -4.537
P -1.458 -1.791 -2.938
O -1.561 -0.514 -3.853
O -2.371 -2.893 -3.318
O -1.437 -1.316 -1.492
P 1.181 -2.212 -1.762
O 2.669 -2.564 -2.119
O 1.009 -0.720 -1.426
O 0.597 -3.047 -0.661
H -1.061 -4.055 -3.544
H 0.242 -4.512 -2.568
H 0.473 -4.385 -4.220
H 0.270 -2.128 -5.406
H 1.874 -2.457 -4.709
H 1.080 -0.902 -4.437
H -1.999 -0.657 -4.698
H 3.204 -2.542 -1.302
C -2.436 3.494 -3.965
C -2.909 2.300 -3.437
C -2.260 1.716 -2.364
C -1.131 2.304 -1.799
C -0.665 3.503 -2.337
C -1.316 4.093 -3.411
P -0.522 1.680 -0.186
C 1.161 2.398 -0.111
C 1.589 3.072 1.029
C 2.903 3.510 1.138
C 3.802 3.274 0.111
C 3.383 2.604 -1.033
C 2.073 2.172 -1.144
C -1.487 2.275 1.100
C -1.529 3.707 1.277
C -2.406 4.340 2.085
C -3.406 3.543 2.766
C -3.442 2.212 2.678
C -2.400 1.389 1.935
H -2.944 3.958 -4.798
H -3.786 1.829 -3.861
H -2.639 0.782 -1.972
H 0.195 4.001 -1.913
H -0.952 5.030 -3.810
H 0.885 3.281 1.824
H 3.212 4.057 2.017
H 4.818 3.632 0.187
H 4.077 2.435 -1.844
H 1.758 1.655 -2.042
H -0.838 4.310 0.698
H -2.417 5.414 2.167
H -4.166 4.044 3.351
H -4.217 1.655 3.190
S 2.164 -0.143 1.073
C 3.312 -1.372 1.366
N 4.220 -1.103 2.358
C 5.279 -1.892 2.656
C 5.444 -3.057 1.961
C 4.505 -3.296 0.948
N 3.494 -2.491 0.642
H 4.083 -0.231 2.859
H 5.939 -1.550 3.441
H 6.261 -3.729 2.164
H 4.601 -4.184 0.333
```

Results
E_LUMO (spin up / spin down), hartree: -0.2298 / -0.2298
Highest occupied orbital energy (spin up / spin down), eV: -10.29 / -10.35
Net charge: +2
Energy relative to the best compared isomer or geometry (same formula, charge and spin), kcal/mol: 51.5

***

[5]
# C30H41N6O6P3SW

A molecular structure, C30H41N6O6P3SW (wB97M-V/def2-TZVPD, the Open Molecules 2025 dataset).

Structure (XYZ):
```
88
C30H41N6O6P3SW, DFT wB97M-V/def2-TZVPD
W -0.223 -0.766 0.054
C -1.458 -3.416 0.934
C -1.778 -2.584 2.154
N -1.581 -1.152 1.800
C -1.549 -0.263 3.005
C 0.842 -0.886 3.240
N 1.231 -1.134 1.813
C 1.946 -2.435 1.720
C 0.955 -3.534 1.378
N -0.103 -3.012 0.478
H -2.151 -3.204 0.120
H -1.496 -4.486 1.156
H -1.133 -2.836 2.993
H -2.805 -2.741 2.491
H -2.421 -0.894 1.287
H -1.971 -0.832 3.840
H -2.206 0.582 2.818
H 0.471 -1.820 3.667
H 1.754 -0.622 3.780
H 1.903 -0.394 1.610
H 2.451 -2.648 2.664
H 2.710 -2.346 0.951
H 0.483 -3.923 2.279
H 1.463 -4.378 0.909
H 0.022 -3.355 -0.470
N -3.317 -1.919 -3.616
C -2.574 -0.670 -3.177
C -2.684 0.406 -4.247
P -3.413 -0.234 -1.550
O -3.668 1.319 -1.622
O -4.641 -1.060 -1.569
O -2.380 -0.478 -0.461
P -0.888 -1.112 -2.721
O -0.113 -1.233 -4.079
O -0.351 0.039 -1.852
O -0.924 -2.379 -1.916
H -4.199 -1.920 -3.033
H -2.788 -2.771 -3.408
H -3.540 -1.892 -4.611
H -3.728 0.668 -4.429
H -2.227 0.076 -5.181
H -2.171 1.306 -3.913
H -4.569 1.572 -1.874
H 0.766 -1.629 -3.904
C -3.008 4.969 0.346
C -3.425 3.694 0.705
C -2.511 2.657 0.750
C -1.170 2.865 0.436
C -0.761 4.152 0.088
C -1.675 5.195 0.041
P 0.044 1.551 0.841
C 1.553 2.165 0.002
C 2.771 2.194 0.676
C 3.937 2.547 0.010
C 3.898 2.869 -1.337
C 2.685 2.850 -2.016
C 1.522 2.505 -1.351
C 0.292 1.456 2.541
C 0.807 2.631 3.195
C 0.855 2.789 4.538
C 0.283 1.754 5.367
C -0.219 0.626 4.855
C -0.160 0.269 3.380
H -3.718 5.784 0.315
H -4.462 3.513 0.956
H -2.855 1.670 1.033
H 0.277 4.361 -0.129
H -1.341 6.190 -0.219
H 2.805 1.961 1.734
H 4.872 2.591 0.554
H 4.803 3.164 -1.852
H 2.647 3.123 -3.062
H 0.582 2.499 -1.890
H 1.153 3.446 2.568
H 1.238 3.693 4.984
H 0.233 1.907 6.437
H -0.668 -0.114 5.509
S 2.182 -0.626 -0.818
C 2.816 -1.798 -1.880
N 4.174 -1.976 -1.808
C 4.878 -2.769 -2.645
C 4.204 -3.479 -3.596
C 2.819 -3.271 -3.646
N 2.148 -2.456 -2.843
H 4.655 -1.444 -1.091
H 5.949 -2.797 -2.505
H 4.714 -4.136 -4.282
H 2.229 -3.781 -4.399
```

Results
E_LUMO (spin up / spin down), hartree: -0.2296 / -0.2296
Highest occupied orbital energy (spin up / spin down), eV: -10.27 / -10.32
Net charge: +2
Energy relative to the best compared isomer or geometry (same formula, charge and spin), kcal/mol: 49.3

***

| no. | strongest force on any atom (eV Å⁻¹) | molar mass (u) |
| --- | --- | --- |
| 1 | 2.127 | 821.725 |
| 2 | 6.053 | 716.195 |
| 3 | 1.147 | 780.702 |
| 4 | 1.583 | 890.523 |
| 5 | 1.482 | 890.523 |